ORCA calculation (ωB97M-V/def2-TZVPD) on a structure of composition C39H15B6N3O48Y in a non-equilibrium geometry.

Output
- LUMO: 0.1252 Ha
- ΔE to the lowest compared entry with this formula, charge and spin: 73.1 kcal/mol
- Spin multiplicity: 1
- HOMO-LUMO gap: 6.939 eV
- Charge: -3

Last column: Löwdin charge in e.
CARTESIAN COORDINATES (ANGSTROEM)
Y1 0.99692 32.96896 -0.46045  1.6579
O1 8.79449 36.24514 -3.37571  0.0780
C1 7.76247 35.54939 -3.49785  -0.3975
O2 6.57286 35.93923 -3.21926  0.2302
B1 5.61332 34.81102 -3.50866  -0.8190
O3 6.44204 33.75539 -4.11485  0.2307
C2 7.70356 34.18535 -4.16688  -0.3276
O4 8.65906 33.63420 -4.73645  0.1364
O5 4.57620 35.27911 -4.44009  0.2291
C3 3.33027 34.96084 -3.95036  -0.2844
O6 2.21879 35.05747 -4.48655  0.1103
C4 3.54835 34.40525 -2.54136  -0.3381
O7 4.83369 34.47592 -2.28374  0.2670
O8 2.67818 34.06800 -1.76509  -0.0039
O9 2.17879 31.56592 -2.55533  0.0441
C5 3.00517 31.03256 -3.31914  -0.3188
O10 3.69011 31.59629 -4.27973  0.2512
B2 4.57663 30.56506 -4.91461  -0.7529
O11 4.34389 29.32344 -4.12243  0.2404
C6 3.40386 29.56487 -3.21808  -0.3362
O12 2.98099 28.75593 -2.37458  0.1365
O13 4.13125 30.37951 -6.30860  0.2201
C7 5.10821 30.81999 -7.09814  -0.3678
O14 4.95746 30.87496 -8.31274  0.1003
C8 6.34972 31.19755 -6.30461  -0.4001
O15 6.02762 31.03252 -5.07366  0.2229
O16 7.45091 31.52999 -6.77048  0.1131
O17 1.86218 26.98983 6.70057  0.0886
C9 1.29435 27.93154 6.11172  -0.3146
O18 1.90475 29.03246 5.65063  0.2139
B3 0.93769 29.80721 4.81421  -0.8217
O19 -0.28827 28.94972 4.81287  0.2452
C10 -0.15162 27.94080 5.53867  -0.4032
O20 -1.03345 27.08081 5.72438  0.1093
O21 1.33769 30.06923 3.40955  0.2806
C11 1.11950 31.31702 3.15767  -0.3202
O22 1.13861 31.85924 2.05055  0.0417
C12 0.66933 32.02133 4.49541  -0.3285
O23 0.56126 31.07860 5.38000  0.2699
O24 0.52951 33.23732 4.71196  0.0946
O25 -3.35553 28.19453 4.67999  0.1653
C13 -3.33888 29.31746 4.25603  -0.3960
O26 -3.42209 29.70407 3.00194  0.2292
B4 -3.24826 31.19239 2.97081  -0.8270
O27 -3.27659 31.63278 4.36575  0.2298
C14 -3.30058 30.58069 5.15815  -0.3479
O28 -3.46536 30.61018 6.38199  0.1113
O29 -4.22883 31.82259 2.03979  0.2438
C15 -3.59842 32.51820 1.09712  -0.2883
O30 -4.00817 33.26026 0.14867  0.0641
C16 -2.08167 32.25759 1.32001  -0.2812
O31 -1.91719 31.49130 2.39045  0.2673
O32 -1.17044 32.69406 0.60948  -0.0231
O33 8.95560 30.70795 -2.67636  0.1278
C17 8.02742 30.52833 -1.89631  -0.3157
O34 7.13266 31.50025 -1.52904  0.1871
B5 6.27420 30.87501 -0.44508  -0.8603
O35 6.68911 29.45219 -0.31775  0.2379
C18 7.66439 29.18935 -1.14119  -0.3564
O36 8.32805 28.14114 -1.22395  0.0913
O37 6.53059 31.60064 0.80952  0.2586
C19 5.36998 32.07221 1.23328  -0.3000
O38 5.14123 32.72692 2.29391  0.0868
C20 4.32740 31.76498 0.15985  -0.2853
O39 4.88061 31.03395 -0.79244  0.2899
O40 3.17441 32.16769 0.19088  0.0171
O41 -2.06077 26.12136 3.35026  0.1251
C21 -1.27712 26.34745 2.43515  -0.3917
O42 -1.39574 27.19708 1.47618  0.2284
B6 -0.14821 27.31865 0.64829  -0.8360
O43 0.72919 26.24238 1.21241  0.2365
C22 0.12380 25.70627 2.22948  -0.3976
O44 0.54719 24.80114 2.92833  0.1165
O45 0.45884 28.62487 0.84597  0.2792
C23 0.33084 29.36167 -0.24797  -0.2545
O46 0.57982 30.56953 -0.41884  -0.0071
C24 -0.10569 28.37514 -1.35694  -0.3312
O47 -0.30418 27.19402 -0.79405  0.2567
O48 -0.26174 28.63188 -2.56040  0.1076
N1 1.72452 34.50370 1.20656  -0.0270
C25 0.84243 35.03799 2.11120  -0.1125
C26 1.18134 35.83215 3.22125  -0.0541
C27 2.51428 36.17569 3.47130  -0.0430
C28 3.44054 35.74430 2.52113  -0.0424
C29 3.02761 34.90118 1.47804  -0.0837
H1 -0.19509 34.78416 1.95146  0.1020
H2 0.42897 36.34477 3.80224  0.1060
H3 2.79755 36.83942 4.27481  0.1044
H4 4.50578 35.89957 2.60806  0.1093
H5 3.89183 34.54856 0.93474  0.0984
N2 -0.08121 35.11020 -1.08036  -0.0063
C30 -1.46070 35.32470 -0.94337  -0.0782
C31 -2.07294 36.58205 -0.86200  -0.0475
C32 -1.31547 37.70405 -1.10559  -0.0774
C33 0.03335 37.58504 -1.44146  -0.0477
C34 0.57283 36.31020 -1.41049  -0.0874
H6 -2.08850 34.46863 -0.74488  0.0796
H7 -3.14483 36.67830 -0.77148  0.1100
H8 -1.78698 38.66995 -1.21110  0.1040
H9 0.52750 38.52849 -1.62072  0.1079
H10 1.62824 36.23449 -1.62678  0.0989
N3 -0.47615 32.60755 -2.34909  -0.0094
C35 -0.43991 33.35358 -3.52474  -0.1008
C36 -1.08975 33.07351 -4.71578  -0.0401
C37 -1.92914 31.97181 -4.70115  -0.0628
C38 -2.16356 31.26019 -3.52965  -0.0316
C39 -1.50799 31.72505 -2.40685  -0.1150
H11 0.21403 34.21307 -3.53080  0.0792
H12 -0.95503 33.66813 -5.60724  0.1106
H13 -2.43547 31.63176 -5.59244  0.1043
H14 -2.85182 30.43106 -3.60214  0.1159
H15 -1.64164 31.17966 -1.48431  0.1004

Force components x, y, z for each atom (eV/Å):
Y 1.1 -2.7 0.2
O -2.8 -1.9 -0.1
C 4.5 2.1 -0.4
O -2.3 -0.3 0.7
B 0.9 0.7 -0.6
O -0.5 0.6 0.6
C 3.1 -2.1 -1.9
O -3.1 1.7 1.9
O -3.1 -0.5 0.4
C -0.6 0.2 -2.2
O 3.1 0.2 1.2
C 1.3 0.5 0.2
O -0.8 -0.9 0.4
O -0.2 0.4 0.1
O 1.6 -0.7 -1.8
C -1.7 1.0 1.8
O 0.0 0.1 0.6
B 0.6 -0.2 -0.9
O 0.0 1.0 0.0
C -0.5 -2.8 2.5
O 1.0 2.4 -2.5
O 0.9 0.4 0.7
C -1.4 -0.2 -3.5
O 0.7 0.1 1.7
C 2.8 0.6 -2.0
O -1.4 -0.7 2.6
O -3.1 -0.9 1.1
O -1.8 3.2 -1.4
C 1.9 -3.0 0.6
O -0.6 0.4 -0.3
B -0.5 -2.0 0.5
O 0.2 3.4 -2.3
C -2.5 -5.5 2.7
O 3.1 2.2 0.1
O 0.4 0.0 0.4
C -0.8 1.6 -1.7
O 0.2 -0.5 1.6
C 0.4 3.0 0.1
O 0.2 0.6 0.6
O 0.2 -3.0 -1.0
O -0.5 1.3 -0.5
C 0.1 -1.7 1.9
O 0.0 1.7 -0.9
B 0.0 -2.0 0.6
O -0.1 0.9 -0.9
C -1.2 -0.7 3.1
O 0.7 0.1 -3.0
O 0.2 1.4 -1.2
C -0.7 1.6 -2.2
O 1.0 -2.9 3.8
C 1.4 -0.7 0.9
O 0.0 1.7 -2.2
O -1.0 -0.1 0.4
O -2.1 -0.7 2.0
C 1.2 1.2 -1.8
O 0.3 -2.3 0.7
B 2.4 -0.1 -1.5
O -0.8 0.5 0.1
C 3.0 -1.8 -0.6
O -2.2 2.8 0.2
O -1.5 0.3 0.8
C 0.3 2.3 3.6
O 0.8 -2.4 -3.9
C -1.1 -0.3 -0.8
O -1.4 0.9 1.2
O 0.8 -0.2 -0.2
O 1.6 0.1 -2.5
C -0.5 -1.5 3.0
O -0.3 1.9 -2.4
B 0.1 -1.8 1.4
O -0.1 1.1 -1.2
C -0.1 -2.3 2.4
O -0.3 1.1 -1.0
O 0.0 2.7 -0.9
C 1.1 0.6 0.4
O -0.7 -2.1 0.6
C -0.8 0.2 -3.3
O -0.3 0.6 -0.3
O 0.3 -0.4 3.2
N 1.7 2.5 2.6
C 0.6 -0.2 -0.1
C 0.6 0.4 -0.8
C -0.3 -0.2 -1.5
C -0.9 -1.0 0.2
C -0.5 0.0 0.3
H -0.1 0.0 0.0
H -0.4 -0.6 0.1
H -0.1 -0.1 0.2
H 0.0 0.2 0.1
H -0.6 -0.5 -0.8
N -2.2 4.2 -0.8
C 1.6 -0.2 1.0
C 0.5 -0.5 -0.8
C 0.2 0.1 -0.7
C -1.5 -0.5 0.8
C 0.4 -1.4 0.6
H 0.2 -0.4 -0.1
H 0.0 -0.3 0.3
H -0.1 0.2 0.4
H 0.7 -0.5 -0.3
H 0.1 -0.4 0.1
N -3.1 1.1 -3.4
C 1.3 0.0 0.8
C -0.3 -0.6 1.0
C -0.3 -0.6 -0.2
C 0.2 1.5 -1.1
C 1.6 -1.7 1.6
H 0.4 -0.1 0.2
H 0.2 0.1 0.2
H 0.0 0.1 -0.3
H 0.1 0.0 0.7
H -0.2 0.0 0.1